*one*
Here is C4H9O2P as an isolated structure from the OMol25 dataset. Energies are from ωB97M-V/def2-TZVPD.

XYZ file:
```
16
Properties=species:S:1:pos:R:3:mulliken_charge:R:1
P 0.532 -0.255 -0.514 0.9279
O 0.707 0.001 -1.953 -0.6864
O 0.997 0.958 0.485 -0.3398
C 1.428 -1.671 0.070 -0.9026
C -1.667 -0.437 0.122 -0.2778
C 1.303 2.128 -0.262 -0.6488
C -2.471 -1.430 0.384 -0.4849
H 0.761 -2.507 0.358 0.3125
H 0.340 2.436 -0.743 0.2883
H -2.203 -2.520 0.328 0.1645
H 1.836 1.966 -1.238 0.3247
H -2.023 0.603 0.279 0.1946
H -3.486 -1.329 0.563 0.2932
H 1.762 2.819 0.527 0.2179
H 2.010 -1.418 1.034 0.3042
H 2.298 -1.839 -0.657 0.3122
```

Output
- Frontier orbital gap: 10.4 eV



*two*
Here is a 2-piece molecular cluster, C4H9O2P overall from the OMol25 dataset. Energies are from ωB97M-V/def2-TZVPD.

XYZ file:
```
16
Properties=species:S:1:pos:R:3:mulliken_charge:R:1
P -1.647 2.540 -3.657 0.4028
O -1.695 3.154 -2.197 -0.5478
O -1.222 1.053 -3.382 -0.1942
C -0.869 0.706 -2.048 -0.2275
C 2.599 -2.452 3.186 -0.4615
C -2.009 0.726 -1.013 -0.9311
C 2.250 -1.257 2.806 -0.3615
H 2.005 -3.204 3.722 0.2033
H 3.040 -0.546 2.325 0.2010
H -2.893 0.226 -1.432 0.2772
H -0.503 -0.289 -2.000 0.3811
H -0.097 1.394 -1.655 0.2529
H -2.260 1.797 -0.790 0.3054
H 1.318 -0.909 3.223 0.2428
H -1.623 0.057 -0.137 0.2807
H 3.607 -2.994 3.051 0.1766
```

Output
- Structure (SMILES): CCOP=O.C=C
- Frontier orbital gap: 10.0 eV



*three*
Here is a single C4H9O2P molecule from the OMol25 dataset. Energies are from ωB97M-V/def2-TZVPD.

XYZ file:
```
16
Properties=species:S:1:pos:R:3:mulliken_charge:R:1
P 1.743 0.218 -0.048 0.6986
O 2.387 1.497 -0.181 -0.6248
O 2.936 -0.989 0.187 -0.5408
C 0.230 -0.298 -0.438 0.5365
C -0.254 -1.583 0.071 -1.2759
C -1.660 1.187 0.567 -1.0299
C -0.750 0.803 -0.617 -0.6898
H -2.189 2.119 0.336 0.3418
H 3.818 -0.690 -0.043 0.3349
H -0.745 -2.224 -0.622 0.3641
H -2.414 0.438 0.437 0.3224
H -0.958 -1.730 0.905 0.3294
H -1.110 1.328 1.539 0.2714
H -1.450 0.461 -1.440 0.3145
H -0.192 1.717 -1.083 0.3550
H 0.609 -2.253 0.430 0.2926
```

Output
- Frontier orbital gap: 8.9 eV



Least stable = *one*



*one*
Here is a 2-piece molecular cluster, C3H8O4 overall from the OMol25 dataset. Energies are from ωB97M-V/def2-TZVPD.

XYZ file:
```
15
Properties=species:S:1:pos:R:3:mulliken_charge:R:1
O 0.120 -1.696 -2.447 -0.3239
O 2.241 -2.584 -2.032 -0.5081
O 0.000 0.000 0.000 -0.4746
O 4.450 -5.883 -3.983 -0.6446
C -0.007 -1.418 -0.013 -0.4250
C -0.598 -2.083 -1.263 -0.3788
C 1.441 -1.952 -2.718 0.1843
H -0.721 -1.667 0.796 0.3077
H -0.443 -3.165 -1.088 0.2932
H 4.583 -5.607 -3.048 0.3271
H 3.526 -5.618 -4.191 0.3179
H 0.081 0.227 -0.950 0.3543
H 0.941 -1.950 0.199 0.2703
H -1.687 -1.911 -1.361 0.3322
H 1.687 -1.438 -3.668 0.3681
```

Output
- Structure (SMILES): O=COCCO.O
- Frontier orbital gap: 11.2 eV



*two*
Here is a 2-piece molecular cluster, C3H8O4 overall from the OMol25 dataset. Energies are from ωB97M-V/def2-TZVPD.

XYZ file:
```
15
Properties=species:S:1:pos:R:3:mulliken_charge:R:1
O 1.854 0.475 0.308 -0.4457
O -0.518 0.081 1.974 -0.5676
O 2.158 -0.651 -1.674 -0.4736
O -0.508 -0.554 -0.319 -0.3522
C -0.885 -0.851 0.990 -0.2858
C 2.554 0.078 -0.793 0.1192
C -1.298 0.486 -0.950 -0.6665
H 3.569 0.476 -0.784 0.3587
H -0.583 0.714 -1.784 0.2376
H 0.917 0.058 0.215 0.5474
H -1.589 1.386 -0.396 0.2959
H -0.267 -1.722 1.233 0.2243
H -1.158 0.865 2.231 0.3356
H -1.947 -1.040 1.157 0.3918
H -2.300 0.199 -1.408 0.2809
```

Output
- Structure (SMILES): COCO.O=CO
- Frontier orbital gap: 10.7 eV



Least stable = *two*



*one*
Here is a 2-piece molecular cluster, CH2Cl2N2 overall from the OMol25 dataset. Energies are from ωB97M-V/def2-TZVPD.

XYZ file:
```
7
Properties=species:S:1:pos:R:3:mulliken_charge:R:1
Cl -2.500 0.589 0.511 0.1652
Cl -0.513 -1.936 -0.296 -0.0743
N 0.889 -1.253 0.259 -0.2774
N -1.600 1.846 0.171 -0.1630
C 1.117 -0.060 -0.041 -0.1837
H 0.488 0.664 -0.652 0.2536
H 2.118 0.149 0.047 0.2796
```

Output
- Frontier orbital gap (alpha / beta): 8.6 / 8.6 eV



*two*
Here is a 2-piece molecular cluster, CH2Cl2N2 overall from the OMol25 dataset. Energies are from ωB97M-V/def2-TZVPD.

XYZ file:
```
7
Properties=species:S:1:pos:R:3:mulliken_charge:R:1
Cl 1.882 -0.216 0.327 -0.0978
Cl 0.292 1.162 2.195 -0.0999
N 0.891 1.098 0.592 -0.2929
N -0.506 -1.138 -0.944 -0.2640
C -1.107 -0.136 -0.753 0.1691
H -1.952 0.493 -0.796 0.2991
H 0.500 -1.263 -0.621 0.2864
```

Output
- Frontier orbital gap (alpha / beta): 7.7 / 6.8 eV



Least stable = *one*



*one*
Here is CH2Cl2N2 as an isolated structure from the OMol25 dataset. Energies are from ωB97M-V/def2-TZVPD.

XYZ file:
```
7
Properties=species:S:1:pos:R:3:mulliken_charge:R:1
Cl 2.133 -0.322 -0.085 -0.1484
Cl -2.109 -0.453 -0.109 -0.0795
N 0.616 -1.131 -0.075 -0.4521
N -0.186 1.470 0.043 -0.4471
C -0.640 0.326 0.100 0.5638
H 1.131 -2.021 0.254 0.2765
H -0.944 2.131 -0.127 0.2868
```

Output
- Frontier orbital gap (alpha / beta): 8.4 / 8.4 eV



*two*
Here is a 2-piece molecular cluster, CH2Cl2N2 overall from the OMol25 dataset. Energies are from ωB97M-V/def2-TZVPD.

XYZ file:
```
7
Properties=species:S:1:pos:R:3:mulliken_charge:R:1
Cl -1.883 1.878 -0.036 -0.0684
Cl -3.182 -0.846 -0.107 -0.0320
N -1.658 -1.219 0.481 -0.3620
N 0.735 0.958 0.162 -0.4006
C -0.491 1.091 0.242 0.3535
H -0.873 -1.396 -0.098 0.2549
H 1.456 1.298 -0.449 0.2546
```

Output
- Frontier orbital gap (alpha / beta): 9.2 / 7.1 eV



Least stable = *two*